Entry 1:
Computed, not measured: a cluster of 9 separate species, C19H40BO37PS8 in total, with ωB97M-V with the def2-TZVPD basis set.

Last column: Mulliken charge in e.
Atoms and positions in Å:
O -2.3556 -2.0143 -0.1620  -0.5121
C -2.2866 -0.9108 0.4593  0.0043
O -1.3706 -0.6960 1.5200  0.4991
C -0.0162 -1.0962 1.1681  -0.5840
C 0.3219 -2.6462 1.4404  -0.1261
B -0.7267 -3.4170 2.4074  0.3016
P -1.3232 -2.8430 4.1374  0.8619
O -1.9781 -4.0779 4.8252  -0.6891
O -0.0267 -2.3811 5.1912  -0.5366
O -2.5643 -1.6415 4.0916  -0.4805
H -3.0342 -0.0743 0.1846  0.3776
H 0.7992 -0.4476 1.6533  0.3292
H 0.0962 -0.9200 0.0260  0.2963
H 0.2780 -3.1717 0.4060  -0.0149
H 1.4216 -2.7798 1.7821  0.2065
H -1.1476 -4.4673 2.0265  -0.0230
H 0.0037 -1.3930 5.1637  0.3015
H -2.1440 -0.7627 4.2590  0.2310
O 2.9176 -4.6133 -1.3993  -0.5970
S 3.3113 -4.0051 -0.1628  1.1279
O 2.8259 -2.7249 0.2659  -0.4981
O 4.9331 -3.9898 -0.0995  -0.3558
C 5.3730 -4.7035 1.0573  -0.3448
C 4.2917 -5.7382 1.3272  -0.1965
O 3.0613 -5.0745 1.0317  -0.2548
H 5.4551 -3.9931 1.8850  0.2992
H 6.3458 -5.1619 0.8758  0.3000
H 4.3016 -6.0899 2.3579  0.2231
H 4.3861 -6.5922 0.6510  0.2760
O 4.2079 -9.8467 1.8787  -0.5562
S 5.0429 -9.0943 2.7667  1.1605
O 5.8495 -7.9903 2.3308  -0.5237
O 5.9861 -10.1347 3.5795  -0.3119
C 5.7615 -9.9883 4.9824  -0.3555
C 4.3246 -9.5057 5.1119  -0.3360
O 4.1378 -8.6032 4.0214  -0.2737
H 6.4645 -9.2423 5.3640  0.2781
H 5.9260 -10.9366 5.4955  0.3146
H 4.1377 -9.0054 6.0623  0.3029
H 3.6181 -10.3321 4.9914  0.3018
O -4.9152 -0.4555 -6.1093  -0.5531
S -4.5247 0.1472 -4.8681  1.1251
O -5.0192 1.4196 -4.4328  -0.5369
O -2.9025 0.1729 -4.8071  -0.3679
C -2.4561 -0.5448 -3.6552  -0.1730
C -3.5299 -1.5882 -3.3899  -0.0825
O -4.7658 -0.9307 -3.6797  -0.3549
H -2.3773 0.1613 -2.8233  0.2196
H -1.4804 -0.9955 -3.8411  0.3242
H -3.5160 -1.9467 -2.3603  0.2308
H -3.4313 -2.4374 -4.0712  0.1639
O -0.4243 3.3341 2.8717  -0.5370
S -1.4501 2.3421 3.0142  0.6165
O -1.3357 1.0119 2.4662  -0.4442
O -2.8517 2.9905 2.5127  -0.2672
C -3.8075 2.9495 3.5747  -0.3935
C -2.9899 3.0086 4.8564  -0.2741
O -1.8297 2.2177 4.5926  -0.3613
H -4.3582 2.0072 3.5010  0.3127
H -4.5048 3.7843 3.4916  0.3511
H -3.5351 2.6181 5.7160  0.3703
H -2.6614 4.0305 5.0681  0.2050
O -1.8238 -6.5316 -2.8756  -0.5491
S -2.5706 -5.7461 -3.8121  1.0996
O -3.5419 -4.7726 -3.4109  -0.4880
O -3.2575 -6.7530 -4.8841  -0.3052
C -2.8199 -6.4200 -6.2018  -0.3364
C -1.4368 -5.8110 -6.0253  -0.3453
O -1.5238 -5.0351 -4.8304  -0.2712
H -3.5212 -5.6923 -6.6201  0.2856
H -2.8015 -7.3094 -6.8330  0.3097
H -1.1466 -5.1859 -6.8700  0.3130
H -0.6808 -6.5864 -5.8704  0.2885
O 2.0777 3.7558 0.4062  -0.6336
S 0.8541 4.4866 0.2565  1.0269
O -0.1256 4.5829 1.2988  -0.2724
O 0.1212 3.9757 -1.0995  -0.2990
C -0.0675 5.0789 -1.9868  -0.3777
C 1.0611 6.0489 -1.6704  -0.3048
O 1.2154 5.9881 -0.2517  -0.3207
H -1.0433 5.5249 -1.7729  0.3145
H -0.0428 4.7421 -3.0240  0.3393
H 0.8368 7.0662 -1.9899  0.2895
H 2.0006 5.7233 -2.1271  0.2081
O 3.2235 6.6017 -4.6561  -0.5235
S 2.9794 7.9973 -4.4368  1.1258
O 3.7418 8.7856 -3.5170  -0.5470
O 1.4017 8.1875 -4.0982  -0.2512
C 0.8110 9.0720 -5.0520  -0.3487
C 1.6298 8.8986 -6.3225  -0.3884
O 2.9777 8.7465 -5.8769  -0.2864
H 0.8919 10.0921 -4.6663  0.2868
H -0.2405 8.8237 -5.2018  0.3312
H 1.5405 9.7523 -6.9945  0.3164
H 1.3448 7.9860 -6.8544  0.2932
O -3.5035 8.5434 4.8384  -0.5397
S -3.2677 7.9552 3.5525  1.0721
O -4.3176 7.6924 2.6140  -0.5552
O -2.4127 6.5930 3.7683  -0.2887
C -1.1831 6.6798 3.0427  -0.0011
C -0.8542 8.1635 2.9847  -0.2945
O -2.1125 8.8151 2.8026  -0.3328
H -1.3485 6.2734 2.0433  0.0898
H -0.4042 6.1035 3.5431  0.2788
H -0.1726 8.4066 2.1693  0.2948
H -0.4277 8.5111 3.9306  0.3009

Calculated values
DFT total energy = -7083.26736 hartree
HOMO energy = -9.34 eV
Largest force on an atom = 0.12593 hartree/bohr
SMILES = O=COCCBP(=O)(O)O.O=S1(=O)OCCO1.O=S1(=O)OCCO1.O=S1(=O)OCCO1.O=S1(=O)OCCO1.O=S1(=O)OCCO1.O=S1(=O)OCCO1.O=S1(=O)OCCO1.O=S1(=O)OCCO1
Net charge = 0
E_LUMO = -0.24 eV



Entry 2:
Computed, not measured: a cluster of 3 separate species, C19H40O11S in total, with ωB97M-V with the def2-TZVPD basis set.

Last column: Mulliken charge in e.
Atoms and positions in Å:
O -0.9731 1.1488 0.8748  -0.6678
C -0.6598 0.8915 -0.2769  0.2257
O 0.0446 -0.2172 -0.6327  -0.3497
C 0.4364 -0.0972 -1.9979  -0.5019
C -0.7033 0.7296 -2.6530  -0.8052
C -0.9414 1.7132 -1.5170  0.6929
C -2.1876 2.5904 -1.4451  -1.2946
C -3.0798 2.6284 -2.6790  -1.0388
C -3.8264 1.3616 -3.0797  -0.7252
S -4.5236 0.4725 -1.7166  1.0788
O -3.5227 -0.0465 -0.8613  -0.4853
O -5.5826 1.2562 -1.1779  -0.6333
O -5.1583 -0.7981 -2.4439  -0.4763
H 0.3116 -1.0960 -2.3902  0.3865
H 1.4401 0.2629 -2.1609  0.2365
H -0.2647 1.1661 -3.5381  0.3393
H -1.4649 -0.0066 -2.8196  0.2832
H -0.0796 2.3779 -1.5841  0.5139
H -1.8533 3.6063 -1.2924  0.4755
H -2.7639 2.3483 -0.5653  0.4827
H -3.8386 3.3694 -2.4658  0.4985
H -2.5441 3.0085 -3.5356  0.3485
H -3.2460 0.6593 -3.6590  0.4601
H -4.6638 1.6525 -3.6990  0.5579
H -5.8316 -0.4871 -3.0581  0.3595
C 4.6038 5.0349 3.5636  -0.7959
O 3.2828 5.2818 3.9925  -0.3146
C 2.6382 6.3741 3.3663  -0.4903
C 1.2646 6.0335 2.8201  -0.2748
O 1.2207 5.1201 1.7379  -0.4512
C 1.5693 3.7578 1.9415  -0.2118
C 0.6184 2.9333 2.7867  -0.3336
O 0.5891 3.3330 4.1472  -0.3519
C -0.6996 3.5759 4.6690  -0.7934
H 5.3213 5.6141 4.1546  0.2936
H 4.8098 3.9743 3.7104  0.2357
H 4.7363 5.2653 2.5025  0.3773
H 3.2546 6.7894 2.5622  0.3268
H 2.5038 7.1610 4.1197  0.3779
H 0.8629 6.9640 2.4091  0.4035
H 0.5848 5.7337 3.6194  0.0889
H 2.5991 3.6615 2.2896  0.0671
H 1.5427 3.3200 0.9389  0.3444
H 0.9710 1.8965 2.7493  0.3538
H -0.3739 2.9490 2.3376  0.2648
H -1.3833 3.9654 3.9095  0.3563
H -0.6066 4.3194 5.4628  0.2561
H -1.1220 2.6626 5.1005  0.2971
C 3.1116 -6.6789 0.4355  -0.8060
O 1.8150 -6.1225 0.4171  -0.3026
C 1.7630 -4.7178 0.2463  -0.6336
C 0.8104 -4.2794 -0.8481  0.1875
O 1.1573 -4.6429 -2.1768  -0.4097
C 1.1506 -6.0061 -2.5667  -0.2693
C -0.2076 -6.6774 -2.6430  -0.5246
O -0.8345 -6.8282 -1.3851  -0.3124
C -2.1592 -6.3436 -1.3068  -0.7770
H 3.5207 -6.6821 1.4511  0.2986
H 3.0379 -7.7100 0.0883  0.2353
H 3.7938 -6.1418 -0.2298  0.3753
H 2.7578 -4.3055 0.0488  0.3464
H 1.4030 -4.2798 1.1853  0.3747
H 0.8193 -3.1860 -0.8466  0.1119
H -0.2172 -4.5662 -0.6197  0.0244
H 1.8503 -6.5939 -1.9712  0.0966
H 1.5454 -5.9979 -3.5862  0.3972
H -0.0471 -7.6794 -3.0624  0.3855
H -0.8429 -6.1292 -3.3465  0.3282
H -2.3180 -5.4765 -1.9539  0.3593
H -2.3455 -6.0407 -0.2760  0.2385
H -2.8754 -7.1293 -1.5698  0.2888

Calculated values
DFT total energy = -1973.62366 hartree
ΔE to the lowest compared entry with this formula, charge and spin = 0.0 kcal/mol
HOMO energy = -8.77 eV
Largest force on an atom = 0.04474 hartree/bohr
SMILES = O=C1OCC[C@H]1CCCS(=O)(=O)O.COCCOCCOC.COCCOCCOC
Net charge = 0
E_LUMO = 0.09 eV



Entry 3:
Computed, not measured: a structure of composition C19H41AsCaN2O6, with ωB97M-V with the def2-TZVPD basis set.

Last column: Mulliken charge in e.
Atoms and positions in Å:
Ca 0.3989 -0.0285 -0.7756  2.6017
C 2.3726 0.6105 1.5342  -0.5639
C 1.5681 1.8947 1.4473  -0.5606
O 1.0663 2.0061 0.1059  -0.4109
C 0.1972 3.1083 -0.1926  -0.6576
C -0.1939 3.0114 -1.6577  -0.7254
O -0.6790 1.6978 -2.0070  -0.3992
C -2.0745 1.4739 -2.2853  -0.6393
C -2.6960 0.5544 -1.2465  -0.6071
O -1.8178 -0.5674 -1.0859  -0.2866
C -2.2113 -1.6804 -0.2662  -0.1590
C -1.2145 -2.7971 -0.5299  -0.8663
O 0.1464 -2.3515 -0.3236  -0.3127
C 0.7799 -2.7152 0.9209  -0.1271
C 1.9778 -1.8116 1.1544  -0.5492
O 1.4791 -0.4702 1.2212  -0.1056
H 3.2062 0.6268 0.8250  0.1018
H 2.7660 0.4868 2.5448  0.5673
H 0.7289 1.8536 2.1466  0.2442
H 2.1911 2.7598 1.6812  0.4645
H -0.6814 3.0614 0.4603  0.3436
H 0.7124 4.0549 -0.0161  0.4779
H -0.9457 3.7671 -1.8864  0.5311
H 0.6772 3.1873 -2.2875  0.3292
H -2.6199 2.4183 -2.3029  0.4797
H -2.1323 1.0210 -3.2743  0.2730
H -2.8083 1.0762 -0.2896  0.2272
H -3.6799 0.2114 -1.5724  0.5289
H -2.1811 -1.3819 0.7857  -0.2698
H -3.2263 -1.9933 -0.5201  0.5402
H -1.4376 -3.6526 0.1095  0.5030
H -1.2673 -3.1188 -1.5687  0.3371
H 0.0674 -2.6041 1.7388  -0.1861
H 1.1089 -3.7543 0.8648  0.4828
H 2.4685 -2.0764 2.0938  0.5565
H 2.7079 -1.9006 0.3423  -0.1537
C 0.5764 -1.1462 -4.3529  -1.0260
N 1.8252 -1.7831 -3.9689  0.2772
C 2.3643 -2.7363 -4.9397  -0.6480
C 3.3517 -3.6557 -4.2584  -0.6400
C 4.4177 -2.8115 -3.5984  -0.6463
N 3.8048 -1.7922 -2.7444  0.2018
C 4.7027 -1.1604 -1.7893  -1.0658
C 2.5600 -1.3158 -2.9357  0.5587
O 2.0768 -0.4589 -2.1391  -1.1847
H -0.2396 -1.8707 -4.3560  0.3314
H 0.6665 -0.7314 -5.3587  0.3944
H 0.3434 -0.3293 -3.6769  0.1958
H 2.8384 -2.1966 -5.7658  0.3211
H 1.5271 -3.2975 -5.3539  0.3925
H 3.8010 -4.3346 -4.9806  0.3673
H 2.8365 -4.2588 -3.5072  0.2791
H 5.0544 -2.3290 -4.3460  0.3196
H 5.0621 -3.4242 -2.9676  0.3735
H 5.6044 -0.8238 -2.3028  0.4268
H 5.0002 -1.8690 -1.0138  0.3187
H 4.2176 -0.3012 -1.3403  0.1793
C -1.6571 -2.0793 3.8608  -1.2117
As -1.2208 -0.2582 3.2652  0.3721
C 0.2765 0.0602 4.4899  -1.1255
C -2.6265 0.6703 4.2581  -1.2355
H -1.9277 -2.0730 4.9161  0.4298
H -0.8015 -2.7426 3.7344  0.3879
H -2.4966 -2.4744 3.2885  0.3514
H 0.0081 -0.2322 5.5043  0.4906
H 0.5432 1.1172 4.4943  0.3927
H 1.1434 -0.5228 4.1772  0.2168
H -2.5843 0.4145 5.3161  0.4185
H -3.5991 0.3814 3.8612  0.4083
H -2.5137 1.7475 4.1457  0.3687

Calculated values
DFT total energy = -4222.51513 hartree
ΔE to the lowest compared entry with this formula, charge and spin = 0.0 kcal/mol
HOMO energy = -13.72 eV
Largest force on an atom = 0.01279 hartree/bohr
Net charge = +2
E_LUMO = -4.21 eV